one) ORCA calculation (wB97M-V/def2-TZVPD) on 7 unconnected molecules or ions with the total composition C14H42O14.

ORCA input file:
```
! RIJCOSX wB97M-V def2-TZVPD def2/J DEFGRID3
* xyz 0 1
O 4.481 -7.400 -18.399
O 6.583 -14.743 -18.010
O 7.207 -5.602 -26.059
O 5.102 -3.889 -21.490
O 1.682 -8.635 -25.089
O 5.392 -12.572 -19.974
O 8.502 -8.704 -24.689
O 5.428 -5.516 -23.918
O 8.755 -14.400 -21.964
O 5.013 -10.054 -20.738
O 2.456 -6.494 -22.987
O 5.232 -7.348 -21.635
O 1.271 -7.114 -20.218
O 6.368 -12.939 -22.718
C 8.607 -12.988 -21.760
C 0.852 -7.848 -24.263
C 4.911 -9.704 -22.105
C 1.461 -6.489 -24.022
C 5.047 -12.959 -18.635
C 5.747 -8.458 -22.372
C 8.568 -7.319 -24.951
C 4.969 -4.182 -23.892
C 5.285 -14.454 -18.567
C 3.183 -7.735 -18.855
C 7.616 -12.238 -22.663
C 2.530 -6.678 -19.735
C 7.786 -6.925 -26.190
C 5.576 -3.377 -22.724
H 3.135 -6.354 -20.581
H 5.057 -7.212 -19.151
H 8.286 -12.759 -20.745
H 8.036 -6.930 -24.074
H 6.758 -8.764 -22.075
H 5.965 -12.967 -21.839
H 9.603 -6.986 -25.078
H 1.790 -5.976 -24.931
H 5.104 -15.003 -19.492
H 4.560 -14.892 -17.873
H 7.472 -11.306 -22.112
H 6.666 -3.329 -22.807
H 5.661 -12.394 -17.935
H 7.005 -7.663 -26.386
H 3.181 -8.727 -19.324
H 9.293 -9.120 -25.046
H 5.179 -6.720 -22.366
H 5.209 -4.840 -21.582
H 1.325 -7.255 -21.167
H 7.952 -12.166 -23.694
H 2.222 -5.866 -19.071
H 1.517 -9.565 -24.919
H 2.557 -7.811 -17.965
H 5.745 -8.168 -23.427
H 0.724 -5.751 -23.696
H 8.264 -6.789 -27.167
H 3.979 -12.765 -18.498
H 0.587 -8.378 -23.343
H 3.221 -6.935 -23.378
H 5.903 -5.679 -24.752
H 5.106 -3.598 -24.810
H 5.328 -10.502 -22.719
H 7.141 -14.585 -18.784
H 7.841 -4.935 -26.328
H 4.712 -9.283 -20.236
H -0.109 -7.683 -24.773
H 5.226 -2.356 -22.896
H 3.875 -9.508 -22.404
H 5.156 -11.645 -20.200
H 9.170 -14.398 -22.835
H 3.875 -4.218 -23.835
H 9.595 -12.562 -21.972
*
```

Computed properties:
HOMO level in Eh: -0.3531
SMILES: OCCO.OCCO.OCCO.OCCO.OCCO.OCCO.OCCO
LUMO energy in eV: 0.05
Frontier orbital gap in eV: 9.7

Löwdin population analysis, charges in e, atoms 1 to 5: number 1, O, carries -0.059; number 2, O, carries -0.071; number 3, O, carries -0.096; number 4, O, carries -0.043; number 5, O, carries -0.056

two) ORCA calculation (wB97M-V/def2-TZVPD) on 7 unconnected molecules or ions with the total composition C14H42O14.

ORCA input file:
```
! RIJCOSX wB97M-V def2-TZVPD def2/J DEFGRID3
* xyz 0 1
O -1.625 0.644 2.701
O 1.128 5.688 -1.309
O 1.428 -4.351 -0.758
O -1.322 -1.027 -3.250
O 2.735 -2.055 0.741
O 2.912 3.252 -1.110
O -1.001 -2.344 -0.923
O -1.431 2.743 4.277
O 1.505 -4.409 2.106
O 3.334 0.665 -0.489
O -1.101 0.759 -0.877
O -0.785 -2.988 3.684
O -0.558 4.807 0.937
O -4.010 -0.140 -2.154
C 2.775 -3.979 -0.791
C -2.729 2.224 4.132
C -0.171 -0.134 -0.267
C -2.522 -0.834 -3.933
C -3.428 0.231 -3.363
C -2.734 1.571 2.716
C -0.175 5.056 -1.497
C -0.770 -1.450 0.151
C 3.010 -2.498 -0.558
C -0.500 4.119 -0.372
C 3.632 2.469 -2.057
C 0.332 -4.846 2.767
C 3.286 1.001 -1.905
C -0.932 -4.020 2.686
H 3.354 -4.523 -0.073
H 4.068 -2.225 -0.795
H -2.972 1.471 4.937
H 1.214 -4.782 0.068
H -2.748 2.331 1.935
H -4.207 0.488 -4.055
H -0.924 5.880 -1.423
H -0.202 -2.841 -1.165
H -3.056 -1.763 -4.000
H 1.122 6.054 -0.404
H 0.149 -5.857 2.368
H -1.494 -1.670 -2.536
H 0.444 -4.950 3.836
H -3.475 0.118 -1.346
H 1.772 -3.569 2.483
H -1.232 -2.220 3.310
H 3.090 -1.190 0.654
H -1.450 3.619 -0.525
H -0.184 4.492 -2.391
H 0.221 4.518 1.489
H -1.201 -3.566 1.750
H -0.090 -1.905 0.894
H -3.636 0.936 2.643
H 3.190 1.471 0.082
H -1.204 2.813 5.213
H -1.226 0.486 -1.762
H -3.601 3.012 4.108
H 4.091 0.389 -2.361
H -2.286 -0.609 -5.000
H -1.724 -4.621 3.098
H 0.308 0.324 0.588
H -0.895 1.082 3.114
H 0.229 3.295 -0.312
H 3.174 -4.329 -1.789
H -2.923 1.247 -3.277
H 3.375 2.761 -3.149
H 2.450 3.886 -1.692
H 4.654 2.632 -1.942
H 0.639 -0.374 -0.982
H -1.792 -1.269 0.610
H 2.351 -1.868 -1.220
H 2.343 0.670 -2.268
*
```

Computed properties:
HOMO level in Eh: -0.3563
SMILES: OCCO.OCCO.OCCO.OCCO.OCCO.OCCO.OCCO
LUMO energy in eV: 0.35
Frontier orbital gap in eV: 10.0

Löwdin population analysis, charges in e, atoms 1 to 5: number 1, O, carries -0.082; number 2, O, carries -0.092; number 3, O, carries -0.061; number 4, O, carries -0.075; number 5, O, carries -0.055

Relative energies, unit eV: one) 0.320; two) 0.000

one) ORCA calculation (wB97M-V/def2-TZVPD) on a single FNO3S molecule.

ORCA input file:
```
! RIJCOSX wB97M-V def2-TZVPD def2/J DEFGRID3
* xyz 0 1
S -1.159 -0.672 -0.806
F -0.629 -2.137 -0.299
O 1.822 1.391 0.292
O 0.156 0.360 -0.736
O -2.070 -0.167 0.584
N 1.087 0.492 0.378
*
```

Computed properties:
HOMO level in Eh: -0.4016
LUMO energy in eV: -1.23
Frontier orbital gap in eV: 9.7

Löwdin population analysis, charges in e, atoms 1 to 5: number 1, S, carries 1.116; number 2, F, carries -0.324; number 3, O, carries 0.123; number 4, O, carries -0.400; number 5, O, carries -0.506

two) ORCA calculation (wB97M-V/def2-TZVPD) on a single FNO3S molecule.

ORCA input file:
```
! RIJCOSX wB97M-V def2-TZVPD def2/J DEFGRID3
* xyz 0 1
S 1.055 -0.069 1.239
F 2.433 -0.003 0.101
O -0.211 -0.398 0.138
O -1.487 0.050 -1.757
O 0.782 1.188 1.876
N -1.368 -0.569 -0.805
*
```

Computed properties:
HOMO level in Eh: -0.4050
LUMO energy in eV: -1.12
Frontier orbital gap in eV: 9.9

Löwdin population analysis, charges in e, atoms 1 to 5: number 1, S, carries 1.056; number 2, F, carries -0.397; number 3, O, carries -0.447; number 4, O, carries 0.159; number 5, O, carries -0.385

Relative energies, unit eV: one) 0.782; two) 0.000

one) ORCA calculation (wB97M-V/def2-TZVPD) on a gas-phase ion, C6H12N2O (charge +2).

ORCA input file:
```
! RIJCOSX wB97M-V def2-TZVPD def2/J DEFGRID3
* xyz 2 1
O -1.930 0.428 -0.124
N 0.621 -0.081 -0.934
N -0.088 1.923 0.107
C 1.057 2.103 -0.534
C -0.712 -1.630 1.667
C 0.570 -1.278 -1.605
C 1.504 0.911 -1.137
C -0.524 0.454 0.017
C -0.454 -0.127 1.545
H -0.855 -1.930 2.648
H 0.066 -2.157 1.148
H -0.636 2.507 0.780
H -2.186 0.767 -1.031
H -0.422 -1.526 -1.846
H -1.086 0.654 2.161
H 2.451 0.701 -1.639
H 0.643 0.119 1.952
H 1.014 -2.237 -1.176
H 1.516 3.083 -0.632
H -1.697 -1.664 1.147
H 1.145 -1.020 -2.516
*
```

Computed properties:
HOMO level in Eh: -0.7187
LUMO energy in eV: -12.02
Frontier orbital gap in eV: 7.5

Löwdin population analysis, charges in e, atoms 1 to 5: number 1, O, carries 0.089; number 2, N, carries 0.043; number 3, N, carries 0.243; number 4, C, carries 0.121; number 5, C, carries -0.034

two) ORCA calculation (wB97M-V/def2-TZVPD) on a gas-phase ion, C6H12N2O (charge +2).

ORCA input file:
```
! RIJCOSX wB97M-V def2-TZVPD def2/J DEFGRID3
* xyz 2 1
O 0.959 2.307 0.075
N 2.083 -1.039 0.009
N -1.293 0.223 0.015
C 2.378 0.414 -0.054
C -0.059 0.040 0.179
C 1.047 1.159 0.078
C -1.810 1.653 -0.048
C 0.666 -1.299 0.314
C -2.247 -0.858 -0.304
H 2.599 -1.548 0.722
H -2.029 -1.733 0.348
H 0.539 -1.580 1.423
H 0.170 -1.993 -0.497
H 2.961 0.918 -0.962
H -2.541 1.607 -0.844
H -1.099 2.403 -0.304
H -2.136 1.793 0.976
H -2.328 -1.100 -1.353
H 2.329 -1.647 -0.841
H -3.131 -0.527 0.299
H 2.940 0.807 0.770
*
```

Computed properties:
HOMO level in Eh: -0.7041
SMILES: C[N+](C)=C1C[NH2+]CC1=O
LUMO energy in eV: -9.69
Frontier orbital gap in eV: 9.5

Löwdin population analysis, charges in e, atoms 1 to 5: number 1, O, carries 0.242; number 2, N, carries 0.078; number 3, N, carries -0.062; number 4, C, carries 0.007; number 5, C, carries -0.064

Relative energies, unit eV: one) 1.223; two) 0.000

one) ORCA calculation (wB97M-V/def2-TZVPD) on a gas-phase ion, C4H8N2P (charge +1).

ORCA input file:
```
! RIJCOSX wB97M-V def2-TZVPD def2/J DEFGRID3
* xyz 1 1
P 0.411 -1.565 -0.034
N -1.302 0.028 1.673
N -0.722 -0.820 -1.315
C 0.882 0.906 1.086
C 1.800 -0.504 -0.629
C 1.877 0.633 0.063
C -0.097 -0.050 1.049
H 0.721 1.901 1.456
H 2.765 1.113 -0.196
H -1.332 -0.060 -0.870
H 2.586 -0.720 -1.381
H -0.398 -0.456 -2.229
H -1.594 -0.735 2.153
H -1.436 -1.448 -1.666
H -1.356 0.918 2.178
*
```

Computed properties:
HOMO level in Eh: -0.4541
SMILES: NC1=P([NH3+])=CC=C1
LUMO energy in eV: -4.42
Frontier orbital gap in eV: 7.9

Löwdin population analysis, charges in e, atoms 1 to 5: number 1, P, carries 1.109; number 2, N, carries 0.093; number 3, N, carries -0.046; number 4, C, carries -0.075; number 5, C, carries -0.309

two) ORCA calculation (wB97M-V/def2-TZVPD) on a gas-phase ion, C4H8N2P (charge +1).

ORCA input file:
```
! RIJCOSX wB97M-V def2-TZVPD def2/J DEFGRID3
* xyz 1 1
P 3.238 -0.214 0.322
N 2.517 1.185 0.184
N 0.460 0.625 -0.166
C -0.525 1.502 -0.220
C 1.860 -1.169 -0.129
C 0.655 -0.618 -0.230
C -0.635 -1.479 -0.339
H -1.060 -1.267 -1.344
H -0.912 1.583 -1.271
H -1.314 -1.088 0.445
H -0.327 2.446 0.244
H -1.439 1.203 0.212
H 1.994 -2.177 -0.204
H 2.687 2.048 0.653
H -0.395 -2.517 0.038
*
```

Computed properties:
HOMO level (spin up / spin down) in Eh: -0.5020 / -0.5019
SMILES: C/N=C(\C)C=P#[NH+]
LUMO energy (spin up / spin down) in eV: -6.82 / -6.81
Frontier orbital gap (spin up / spin down) in eV: 6.8 / 6.8

Löwdin population analysis, charges in e, atoms 1 to 5: number 1, P, carries 1.048; number 2, N, carries -0.132; number 3, N, carries 0.068; number 4, C, carries -0.076; number 5, C, carries -0.298

Relative energies, unit eV: one) 0.000; two) 2.878

one) ORCA calculation (wB97M-V/def2-TZVPD) on a single C5H6N2S molecule.

ORCA input file:
```
! RIJCOSX wB97M-V def2-TZVPD def2/J DEFGRID3
* xyz 0 1
S 3.301 -0.655 -0.223
N -1.275 0.842 -0.119
N 1.708 2.652 0.028
C -0.514 -0.367 -0.430
C 1.878 0.052 0.138
C -1.930 -0.472 0.012
C 0.623 -0.676 0.527
C 1.778 1.509 0.088
H 0.833 -1.732 0.552
H -0.319 -0.614 -1.453
H -1.581 1.321 -0.966
H -2.687 -0.736 -0.724
H -2.161 -0.772 1.038
H 0.345 -0.353 1.535
*
```

Computed properties:
HOMO level in Eh: -0.3490
SMILES: N#CC(=S)C[C@H]1CN1
LUMO energy in eV: -1.34
Frontier orbital gap in eV: 8.2

Löwdin population analysis, charges in e, atoms 1 to 5: number 1, S, carries 0.795; number 2, N, carries 0.026; number 3, N, carries 0.181; number 4, C, carries -0.330; number 5, C, carries -0.761

two) ORCA calculation (wB97M-V/def2-TZVPD) on a molecular structure, C5H6N2S.

ORCA input file:
```
! RIJCOSX wB97M-V def2-TZVPD def2/J DEFGRID3
* xyz 0 1
S -1.962 -0.733 2.646
N 0.777 -0.061 0.536
N -0.345 -1.304 2.519
C -0.506 0.633 -0.027
C 0.614 -0.829 1.716
C 1.435 0.023 -2.701
C -0.727 0.839 -1.409
C 0.491 0.547 -2.173
H 1.601 -1.344 2.114
H 1.362 -0.242 -0.191
H -0.830 1.337 0.849
H -2.551 0.160 1.221
H 2.216 -0.562 -3.101
H -1.575 1.536 -1.999
*
```

Computed properties:
HOMO level in Eh: -0.3058
LUMO energy in eV: -0.11
Frontier orbital gap in eV: 8.2

Löwdin population analysis, charges in e, atoms 1 to 5: number 1, S, carries 0.527; number 2, N, carries 0.039; number 3, N, carries -0.430; number 4, C, carries -0.128; number 5, C, carries -0.305

three) ORCA calculation (wB97M-V/def2-TZVPD) on a single C5H6N2S molecule.

ORCA input file:
```
! RIJCOSX wB97M-V def2-TZVPD def2/J DEFGRID3
* xyz 0 1
S 2.719 2.414 0.025
N 0.794 -1.694 -2.010
N -1.088 0.140 0.873
C 0.677 -0.770 -1.259
C 1.984 1.175 -0.757
C 0.009 0.686 0.565
C -1.834 -1.009 0.411
C 0.838 0.466 -0.493
H -1.260 0.537 1.927
H -1.379 -1.925 0.708
H -2.888 -1.061 0.779
H -1.821 -0.919 -0.694
H 0.439 1.496 1.283
H 2.809 0.463 -1.361
*
```

Computed properties:
HOMO level in Eh: -0.3056
SMILES: CN/C=C(\C#N)C=S
LUMO energy in eV: -0.44
Frontier orbital gap in eV: 7.9

Löwdin population analysis, charges in e, atoms 1 to 5: number 1, S, carries 0.599; number 2, N, carries 0.138; number 3, N, carries -0.033; number 4, C, carries -0.208; number 5, C, carries -0.694

Relative energies, unit eV: one) 0.000; two) 4.901; three) 0.691